177
Properties=species:S:1:pos:R:3:forces:R:3 method="wB97M-V/def2-TZVPD" orbital_gap_ev=8.737 homo_ha=-0.3173 lumo_ev=0.101 mol_weight_g_mol=2811.64 total_energy_ha=-28823.5945 total_charge=0
C -0.98047 -3.97091 2.05134 0.16 1.09 0.43
C -1.04978 -2.44547 2.39449 0.35 -1.51 0.02
O -1.82422 -1.74848 1.43043 0.24 0.33 -0.06
C -1.01103 -1.35382 0.34393 0.66 -0.21 -1.08
C -1.85549 -0.53341 -0.70104 -0.78 -0.08 1.77
B -3.00574 -1.64832 -0.97096 -0.22 -0.08 -0.18
O -2.61197 -2.86478 -1.59481 0.28 0.83 0.65
N -4.40466 -1.50576 -0.55902 -0.33 -0.93 -0.48
C -5.20778 -2.09492 -1.66555 0.33 0.15 -0.26
C -4.72955 -2.25703 0.67538 0.92 0.68 0.12
C -2.42375 0.68037 0.13083 -0.58 -0.42 -0.78
O -1.49790 1.24035 1.05952 0.00 0.09 -0.53
C -0.49481 2.08917 0.52569 1.01 1.25 1.08
C 0.83661 1.78770 1.27709 0.10 0.69 -0.27
C 2.06960 2.42015 0.55312 -0.18 -1.40 0.48
C -0.73554 3.62292 0.81301 -0.26 -0.07 -0.75
C -0.86280 4.48404 -0.46999 0.22 1.36 1.36
O 0.19839 4.26563 -1.39854 -0.37 -0.37 0.11
C -3.15770 1.76624 -0.68023 -1.48 0.41 1.14
C -3.83838 2.71065 0.39717 0.03 0.10 -0.42
C -4.35171 1.31000 -1.56424 0.36 0.99 -0.87
C -4.79653 2.53395 -2.44714 -0.18 -0.98 0.47
N -1.09163 -0.16621 -1.88413 1.12 0.71 1.08
C 0.36043 -0.26244 -1.84891 1.11 0.00 -1.07
C 1.12750 0.55906 -2.94239 0.25 -0.82 0.15
C 2.47852 -0.14045 -3.10703 0.29 0.52 0.09
C 3.50642 -0.00853 -2.16428 -0.48 0.32 0.11
C 4.73076 -0.64477 -2.30925 -0.11 0.19 0.36
C 4.95915 -1.47356 -3.40137 0.25 0.02 0.24
C 3.95889 -1.61556 -4.34482 0.37 -0.17 -0.01
C 2.75444 -0.94457 -4.19741 -0.31 -0.26 -0.91
N -1.74225 -0.24006 -3.09178 1.01 -0.05 -0.76
C -1.47467 -1.32160 -3.99117 -3.44 -2.06 -1.31
O -2.39237 -1.97060 -4.42120 1.32 0.79 0.36
F -0.25026 -1.64100 -4.43686 -0.07 1.08 1.26
C -2.04643 0.98448 -3.71827 0.66 2.01 -0.66
O -1.51866 2.04996 -3.57884 -0.80 -1.55 0.41
F -3.05993 0.88413 -4.62640 0.62 -0.73 0.63
H -0.46262 -4.45242 2.89400 -0.18 -0.16 -0.34
H -1.98595 -4.38644 1.92949 0.29 0.00 0.01
H -0.38770 -4.10467 1.13715 -0.14 -0.14 0.20
H -1.47568 -2.29070 3.39287 -0.14 0.04 -0.35
H -0.00056 -2.10365 2.44304 -0.39 0.35 -0.16
H -0.63000 -2.24513 -0.19184 0.07 0.21 0.24
H -0.14152 -0.80872 0.72824 -0.26 0.11 -0.13
H -2.30786 -3.41756 -0.85851 0.04 -0.30 -0.37
H -4.73904 -1.83108 -2.62876 -0.35 -0.01 0.18
H -5.21702 -3.19811 -1.63031 -0.15 0.30 0.05
H -6.22848 -1.69176 -1.64020 0.21 -0.14 0.03
H -4.16715 -3.21245 0.70276 -0.64 -0.02 0.03
H -4.32788 -1.66458 1.51340 -0.54 -0.29 0.00
H -5.81921 -2.39789 0.73543 0.52 -0.04 0.14
H -3.19176 0.21585 0.77161 0.28 0.23 -0.14
H -0.38377 2.02109 -0.56544 -0.02 -0.48 0.23
H 0.97568 0.72314 1.50173 0.01 0.15 -0.36
H 0.78617 2.29856 2.25251 -0.22 -0.46 -0.09
H 2.26634 3.44093 0.89769 -0.10 -0.10 -0.37
H 2.94056 1.80353 0.82602 -0.04 0.38 -0.06
H 1.95301 2.32709 -0.53376 0.09 0.41 0.18
H -1.59238 3.77093 1.48806 0.11 -0.16 -0.33
H 0.11641 4.05949 1.35812 -0.09 -0.34 -0.11
H -0.74477 5.54168 -0.12794 -0.38 -0.61 -0.17
H -1.85305 4.44537 -0.93842 0.45 -0.42 -0.33
H 0.99849 4.43098 -0.88473 0.06 -0.04 -0.25
H -2.50764 2.39260 -1.30221 0.23 -0.47 0.15
H -3.44346 3.73236 0.34501 -0.03 -0.31 0.30
H -3.73860 2.30010 1.40892 0.22 0.26 -0.26
H -4.91920 2.81030 0.21751 0.28 -0.10 -0.03
H -5.20387 1.03167 -0.93269 0.36 -0.32 -0.20
H -4.14012 0.49191 -2.26570 0.08 -0.01 0.45
H -5.31642 2.13488 -3.32971 0.11 0.38 0.14
H -3.93319 3.13984 -2.75469 -0.33 -0.09 0.00
H -5.50811 3.12931 -1.86451 0.22 0.19 -0.33
H 0.68237 -1.32102 -1.92909 -0.09 0.31 -0.12
H 0.82957 0.10070 -0.92321 -0.86 -0.10 0.10
H 1.24073 1.60822 -2.64111 -0.09 -0.24 0.00
H 0.62388 0.55808 -3.91328 0.04 -0.01 0.24
H 3.33408 0.63674 -1.30403 0.13 -0.09 -0.08
H 5.47426 -0.45236 -1.53638 0.07 -0.25 -0.28
H 5.90160 -2.00216 -3.52764 -0.30 0.12 0.01
H 4.14611 -2.26658 -5.19779 -0.21 0.19 0.05
H 2.03698 -1.09035 -5.00278 -0.08 0.24 0.26
C -3.95542 -5.23666 4.70027 0.11 -0.04 -0.06
Cl -4.30267 -6.57702 3.60491 -0.02 0.03 0.03
Cl -2.48696 -5.55508 5.62861 -0.05 0.03 0.01
Cl -3.80450 -3.72501 3.80248 -0.29 0.03 0.17
H -4.78158 -5.14052 5.39292 0.02 -0.01 -0.02
C 6.77066 -0.54891 -6.31526 0.10 -0.01 -0.13
Cl 5.87449 -1.35634 -7.60636 -0.03 0.02 0.06
Cl 7.94460 -1.65114 -5.58663 -0.12 0.11 -0.21
Cl 7.57269 0.90000 -6.92740 -0.04 -0.02 0.04
H 6.06506 -0.24975 -5.54854 0.02 -0.03 -0.02
C 0.28231 -4.93381 -4.59753 0.09 0.04 -0.03
Cl 0.46932 -6.14447 -5.87317 -0.04 0.04 -0.01
Cl 0.05701 -5.71380 -3.02851 -0.03 0.03 -0.02
Cl 1.67203 -3.84968 -4.55983 0.11 -0.49 0.41
H -0.60224 -4.34510 -4.81509 0.01 -0.02 -0.01
C 3.60223 -1.01567 3.93976 -0.25 0.11 0.14
Cl 3.35834 0.69455 4.28527 -0.18 -0.15 -0.25
Cl 2.62607 -2.00772 5.02423 0.08 0.04 -0.13
Cl 3.21526 -1.37705 2.24738 0.08 -0.02 -0.05
H 4.64567 -1.25022 4.10573 -0.02 0.00 0.00
C 9.54341 -2.80099 -1.60181 0.04 0.00 -0.27
Cl 10.59572 -1.43264 -1.22056 0.01 -0.04 -0.10
Cl 8.06146 -2.26369 -2.40036 0.26 -0.09 0.28
Cl 10.38268 -3.98179 -2.60730 -0.01 0.04 0.06
H 9.27128 -3.27878 -0.67039 0.00 0.04 -0.19
C -3.44390 7.31271 -1.50210 -0.13 0.02 0.01
Cl -4.49623 5.99544 -0.98599 0.04 0.03 -0.03
Cl -4.39515 8.72796 -1.95215 0.18 -0.33 -0.51
Cl -2.28751 7.72449 -0.22989 -0.04 0.19 -0.02
H -2.88746 6.98381 -2.37112 0.01 0.00 0.04
C -4.29512 1.81698 4.45860 0.07 -0.03 -0.18
Cl -3.19731 3.18894 4.64746 0.00 -0.02 0.00
Cl -5.74400 2.29847 3.57001 0.10 -0.07 0.17
Cl -3.47823 0.47704 3.64480 -0.02 0.01 0.07
H -4.59570 1.48401 5.44365 0.00 0.03 -0.02
C 1.64574 -4.60552 7.90744 -0.01 -0.09 -0.07
Cl 0.90759 -6.08442 8.52747 0.00 0.05 0.01
Cl 3.12041 -4.97641 7.01117 -0.02 0.02 0.06
Cl 0.50227 -3.71713 6.89527 0.00 -0.02 0.08
H 1.90944 -3.97886 8.75002 -0.01 0.00 -0.02
C 2.07710 1.40579 8.46111 -0.04 -0.04 -0.14
Cl 2.88598 -0.16441 8.42806 -0.14 0.01 0.12
Cl 2.81714 2.51690 7.30740 -0.01 0.03 0.08
Cl 0.35252 1.22410 8.13055 0.03 0.01 0.03
H 2.19100 1.82389 9.45295 0.00 -0.02 -0.02
C -0.31369 6.99965 2.98016 0.05 0.00 0.09
Cl -0.47032 8.55934 3.79232 -0.02 -0.05 -0.06
Cl 1.14698 6.96504 1.98425 -0.07 -0.03 -0.04
Cl -0.29630 5.68537 4.15833 -0.02 -0.01 -0.06
H -1.17155 6.86408 2.33126 0.02 -0.01 0.02
C 0.74376 -3.13085 -8.75608 -0.04 0.13 -0.01
Cl 0.50467 -2.43837 -7.15059 -0.11 -0.08 -0.39
Cl -0.79744 -3.29856 -9.60227 0.04 -0.07 0.02
Cl 1.86616 -2.14398 -9.69652 0.01 -0.04 0.03
H 1.17413 -4.11764 -8.63819 -0.02 0.02 0.01
C 6.94689 -1.65645 2.09377 0.06 -0.18 -0.01
Cl 6.89005 -0.28609 3.20342 0.04 0.12 -0.14
Cl 8.24598 -1.47046 0.91505 -0.15 0.21 0.36
Cl 7.13597 -3.16360 2.99472 -0.08 -0.01 -0.03
H 6.00659 -1.69854 1.55609 0.01 0.01 0.04
C -1.56514 1.29647 -7.46572 -0.02 0.03 -0.16
Cl -2.02885 0.02103 -8.59199 0.01 0.01 0.07
Cl 0.00558 0.93822 -6.73516 -0.06 0.10 0.10
Cl -1.52865 2.86329 -8.27738 0.00 -0.02 0.06
H -2.30498 1.33961 -6.67709 0.05 0.02 -0.05
C 6.61250 1.67332 6.48406 -0.18 0.01 0.00
Cl 6.49972 2.62004 7.96915 0.07 -0.04 -0.03
Cl 5.72178 0.15305 6.64778 0.31 0.06 0.04
Cl 6.01357 2.60698 5.10504 0.19 0.01 0.11
H 7.65482 1.43894 6.30878 -0.03 0.01 -0.01
C 9.88001 -6.82235 0.61839 -0.16 -0.05 -0.17
Cl 9.67933 -5.08174 0.84484 0.09 -0.12 0.31
Cl 8.90868 -7.71202 1.79468 0.03 0.02 0.00
Cl 9.44210 -7.28058 -1.02583 0.24 -0.18 0.06
H 10.92114 -7.07187 0.77780 -0.02 0.04 0.02
C 5.48876 -6.93102 -1.09449 -0.04 0.05 -0.06
Cl 6.59565 -5.57473 -1.31256 -0.20 0.17 -0.01
Cl 3.89603 -6.36109 -0.58791 0.03 -0.02 0.02
Cl 5.36816 -7.87940 -2.57828 0.03 0.00 0.06
H 5.88523 -7.56961 -0.31459 0.00 0.02 -0.02
C -9.25495 -1.46296 0.63816 0.07 -0.06 0.03
Cl -9.04501 -2.72923 -0.57400 -0.02 0.04 0.01
Cl -9.56904 -2.16878 2.22588 -0.02 0.04 -0.03
Cl -7.83544 -0.41586 0.69392 -0.02 0.08 -0.02
H -10.11058 -0.86187 0.35795 0.02 -0.02 0.01
C -9.65046 3.77657 3.48870 0.05 0.08 -0.11
Cl -8.54025 5.13367 3.69128 -0.02 -0.05 0.03
Cl -11.08873 4.27599 2.59462 0.01 -0.03 0.05
Cl -8.84625 2.43187 2.67483 -0.18 -0.02 -0.03
H -9.96050 3.44221 4.47038 0.01 0.00 -0.03
C -4.26633 11.40447 1.50630 -0.03 -0.04 -0.06
Cl -2.72846 10.70862 2.02582 -0.06 0.02 0.04
Cl -4.00065 12.88027 0.57433 -0.02 -0.01 0.04
Cl -5.19337 10.23310 0.56373 -0.04 0.32 0.50
H -4.83666 11.65964 2.39017 0.03 0.01 -0.02